Below is an isolated molecule of C22H23N3O4S, with properties calculated with ωB97M-V/def2-TZVPD.

```
53
Properties=species:S:1:pos:R:3:lowdin_charge:R:1
H 0.53199 0.77459 -4.02369 0.111
C 1.30716 0.76766 -3.27503 -0.011
H -4.78194 -0.26697 1.70257 0.116
C -3.08539 -2.54109 -0.15083 -0.022
H 2.64520 -2.33053 3.15529 0.135
N -0.13575 1.61134 -1.41141 0.102
H -4.51284 -2.71450 1.42516 0.107
H -2.80758 3.63779 0.11278 0.088
N 2.21194 -0.59836 2.07667 -0.038
C 2.54871 -2.75503 1.03445 -0.171
C -3.58866 1.66259 0.37965 -0.423
O 1.15451 -2.96992 0.98726 -0.123
C 2.89753 0.53968 1.85801 -0.444
C 1.03724 1.17133 -1.97420 -0.221
O 4.10770 0.59929 1.95743 0.056
H 0.69800 -1.27157 -0.09350 0.131
H -2.12771 2.44538 -1.05048 0.072
C -1.20607 -3.41730 -2.09273 -0.076
C -4.10802 -0.67119 0.96358 -0.023
H -0.60807 -2.00461 0.88265 0.118
H 2.88765 -2.28964 0.09606 0.131
H 0.47797 -1.28375 2.96400 0.140
H 2.80540 2.60451 1.37608 0.146
C 2.92965 -1.85249 2.21263 -0.098
C -2.36419 -1.66939 -0.96242 -0.290
C 0.14526 1.83375 -0.15920 -0.604
C 2.08830 1.77788 1.44744 -0.039
C 0.78314 -0.80630 2.02459 -0.098
C 2.59445 0.36003 -3.55726 -0.095
H 3.00528 -3.74012 1.13784 0.128
H -0.47431 -3.46961 -2.89709 0.096
H 2.84076 0.03764 -4.55799 0.099
C 0.45341 -1.75408 0.86519 -0.168
H 0.23448 0.12565 1.91705 0.077
H -1.93922 0.34603 -1.45138 0.099
S -1.01554 2.36480 1.03104 1.033
H -2.98191 -3.60970 -0.25381 0.107
H -0.77540 -3.85052 -1.18430 0.093
H 1.33395 2.03096 2.19650 0.105
C 3.59348 0.35627 -2.58275 -0.088
H 3.99879 -1.64024 2.21320 0.126
O -4.59382 2.09579 0.89460 0.101
C -3.95324 -2.03134 0.80394 -0.064
H 4.12124 0.75062 -0.53485 0.105
O -1.48503 -2.04656 -1.92616 -0.086
C -2.47658 2.60901 -0.03218 -0.339
H -2.10017 -3.97828 -2.38235 0.096
C -3.37622 0.21282 0.16431 -0.161
H 4.58866 0.03561 -2.85198 0.101
C 3.34430 0.75250 -1.28254 -0.007
C -2.51518 -0.29150 -0.79977 0.051
C 2.05093 1.15218 -0.98991 -0.160
N 1.44485 1.58011 0.17592 -0.021
```

Properties
gap between HOMO and LUMO: 8.52 eV
F_max: 0.8 eV/Å
multiplicity: 1